Below is a gas-phase ion, C5H13N2 (charge +1), with properties calculated with ωB97M-V/def2-TZVPD.

Kohn-Sham gap (eV): 9.0
LUMO energy (Eh): -0.12988
Net charge: +1
SMILES: CC1(C)[C@@H](N)[C@@H]1[NH3+]
HOMO level (eV): -12.5
Relative energy (zero: lowest compared OMol25 entry of this formula, charge and spin) (kcal/mol): 75.09

XYZ file:
```
20
Properties=species:S:1:pos:R:3:forces:R:3
C -0.915 0.414 -0.700 0.199 -0.573 0.911
C -0.204 0.918 0.535 1.860 0.043 -2.389
C 0.191 -0.452 0.024 -4.290 -1.164 1.185
C -0.133 -1.628 0.969 -0.684 -0.391 -0.535
C 1.291 -0.724 -0.889 1.381 -2.778 -0.968
N -2.330 0.388 -0.638 -0.496 -0.169 2.579
N 1.025 1.880 0.499 -1.383 -0.681 -0.749
H -0.611 0.608 -1.683 0.803 0.688 -1.150
H -0.944 1.079 1.287 0.410 0.081 1.079
H -0.355 -2.624 0.512 0.234 1.014 -0.245
H -0.986 -1.436 1.623 0.069 0.218 -0.067
H 0.718 -1.808 1.599 0.501 0.003 0.474
H 1.057 -1.465 -1.759 -0.214 1.280 1.593
H 2.031 -1.308 -0.297 0.283 0.852 -0.657
H 1.676 0.123 -1.410 0.784 0.691 -0.344
H -2.616 0.181 0.361 -0.183 0.093 -2.013
H -2.862 -0.136 -1.332 0.585 -0.012 0.409
H 0.766 2.873 0.297 0.705 -0.828 0.783
H 1.565 1.496 -0.284 -0.144 0.534 -0.209
H 1.636 1.623 1.285 -0.420 1.099 0.310
```
Positions in Å, forces in eV/Å.

Results of the natural (NBO) charge analysis, in e, for atoms 1 through 8: -0.026, -0.093, -0.094, -0.616, -0.640, -0.820, -0.696, 0.218

Below is a molecular structure, C27H52P2RuSi, with properties calculated with ωB97M-V/def2-TZVPD.

Kohn-Sham gap (alpha / beta) (eV): 6.2 / 6.2
Spin multiplicity: 6
LUMO energy (alpha / beta) (Eh): -0.06328 / -0.17642
Net charge: +1
HOMO level (alpha / beta) (eV): -7.9 / -11.0
Relative energy (zero: lowest compared OMol25 entry of this formula, charge and spin) (kcal/mol): 0.00

XYZ file:
```
83
Properties=species:S:1:pos:R:3:forces:R:3
Ru 0.350 -0.486 1.200 1.020 0.471 2.389
C 2.448 -0.137 1.682 -1.378 -1.003 1.526
C 2.611 1.298 1.700 0.186 0.753 0.715
C 1.412 0.755 3.592 0.588 1.111 -0.283
C 1.699 -0.507 2.920 1.644 0.130 -1.726
C 1.954 1.815 2.837 -0.014 -0.598 0.365
C 3.326 -1.094 0.969 0.464 -0.323 -0.116
H 3.714 -0.670 0.037 -0.055 -0.180 0.152
H 2.769 -2.011 0.741 0.316 0.061 -0.004
H 4.179 -1.355 1.609 0.026 -0.095 -0.198
C 1.900 -1.800 3.629 0.105 -0.199 0.273
H 2.052 -2.631 2.931 -0.059 0.178 0.138
H 1.051 -2.029 4.276 0.262 -0.076 -0.106
H 2.793 -1.738 4.268 -0.090 -0.008 -0.061
C 0.831 0.899 4.942 -0.319 -0.129 0.397
H 1.615 1.050 5.703 -0.143 -0.034 -0.173
H 0.270 0.001 5.221 0.056 0.264 0.060
H 0.166 1.772 5.005 0.110 -0.210 0.036
C 1.965 3.241 3.268 -0.145 0.322 -0.066
H 2.719 3.438 4.047 -0.209 -0.135 -0.189
H 0.988 3.520 3.682 0.186 0.095 -0.023
H 2.189 3.907 2.427 -0.077 -0.068 0.193
C 3.473 2.086 0.788 0.115 0.092 -0.370
H 4.396 2.424 1.289 -0.267 -0.082 -0.120
H 2.952 2.989 0.433 0.196 -0.176 0.059
H 3.771 1.491 -0.084 -0.006 0.236 0.147
C -1.113 -1.145 -4.171 1.049 -0.544 -0.420
C 0.196 -0.926 -4.411 -1.050 -0.806 -0.615
C 0.726 0.165 -5.287 0.377 0.436 -0.280
C 0.008 1.533 -5.157 0.316 -0.491 -0.397
C -0.513 1.900 -3.792 -0.860 0.753 -0.033
C -1.812 1.791 -3.443 0.790 0.812 -0.523
C -2.811 0.890 -4.096 -0.362 -0.191 -0.520
C -2.268 -0.410 -4.786 -0.769 0.385 -0.121
H 0.667 -0.137 -6.351 0.068 -0.031 0.403
H -0.802 1.569 -5.904 0.196 0.110 0.454
H 1.799 0.300 -5.088 -0.245 -0.066 0.022
H -2.070 -0.173 -5.842 0.125 -0.191 0.356
H -1.404 -2.040 -3.604 0.272 0.378 -0.193
H 0.943 -1.683 -4.139 -0.380 0.346 0.249
H -3.120 -1.112 -4.786 0.327 0.276 -0.178
H -3.574 0.597 -3.355 0.307 0.171 -0.077
H -2.234 2.489 -2.707 0.423 -0.607 0.183
H -3.374 1.448 -4.870 0.148 -0.175 0.317
H 0.732 2.309 -5.460 -0.337 -0.201 0.107
H 0.178 2.464 -3.150 -0.431 0.100 -0.272
P 0.143 -1.114 -0.910 -0.314 -0.219 -0.866
P -1.081 1.229 0.880 -0.050 -0.012 -0.223
C -1.486 -0.397 -1.374 -0.029 -0.081 -0.740
C -2.179 0.616 -0.452 -0.220 0.163 0.175
H -2.163 -1.218 -1.648 0.165 0.210 0.152
H -1.214 0.104 -2.305 -0.330 -0.092 0.221
H -2.500 1.494 -1.027 -0.039 -0.323 0.052
H -3.083 0.176 -0.010 0.321 0.129 0.018
C -2.090 1.637 2.310 -0.562 0.659 0.058
H -1.435 2.009 3.111 -0.185 -0.071 -0.213
H -2.625 0.753 2.676 0.150 0.202 -0.200
H -2.818 2.414 2.038 0.032 -0.069 0.273
C -0.331 2.763 0.278 -0.230 0.638 -0.144
H -1.015 3.265 -0.421 0.234 0.099 0.211
H 0.617 2.552 -0.235 -0.318 0.022 0.140
H -0.126 3.418 1.137 -0.017 -0.101 -0.290
C 0.232 -2.809 -1.506 0.116 -0.389 -0.610
H 1.145 -3.277 -1.106 -0.301 0.133 -0.096
H 0.262 -2.851 -2.601 0.000 -0.146 0.312
H -0.641 -3.373 -1.152 0.238 0.188 -0.024
C 1.470 -0.115 -1.677 0.260 0.185 -0.590
H 1.830 0.643 -0.959 -0.196 -0.365 -0.311
H 1.120 0.393 -2.587 0.170 -0.189 0.288
H 2.311 -0.778 -1.929 -0.223 0.204 0.031
C -0.492 -3.830 1.937 -0.206 0.022 0.200
Si -1.186 -2.058 2.040 -0.902 -1.371 0.458
C -2.920 -2.173 1.216 0.261 -0.074 0.231
C -1.569 -1.626 3.858 -0.213 -0.104 0.058
H -0.033 -4.052 0.964 -0.127 0.037 0.290
H 0.261 -3.997 2.719 -0.179 -0.037 -0.217
H -1.321 -4.537 2.097 0.282 0.042 -0.028
H -3.394 -3.070 1.655 0.030 0.360 -0.240
H -3.543 -1.296 1.454 0.109 -0.334 -0.084
H -2.871 -2.297 0.124 -0.113 -0.021 0.333
H -2.540 -2.087 4.092 0.153 0.112 0.085
H -0.829 -2.026 4.560 -0.250 0.046 -0.163
H -1.655 -0.546 4.038 0.009 -0.309 -0.026
```
Positions in Å, forces in eV/Å.

Results of the Mulliken charge analysis, in e, for atoms 1 through 8: -0.995, 1.098, 0.488, 0.602, 1.196, 0.318, -1.589, 0.373

Below is 4 unconnected molecules or ions with the total composition C17H39BO10PS3, with properties calculated with ωB97M-V/def2-TZVPD.

Kohn-Sham gap (eV): 5.4
LUMO energy (Eh): 0.05679
Net charge: -1
HOMO level (eV): -3.9

XYZ file:
```
71
Properties=species:S:1:pos:R:3:forces:R:3
C -1.301 -0.721 -0.076 -0.134 0.144 -0.053
C -2.497 -1.443 -0.692 0.110 -0.035 -0.086
P -3.125 -3.067 0.080 -0.057 0.210 0.244
O -1.699 -3.290 1.048 0.030 -0.006 0.004
O -3.918 -2.139 1.420 0.108 -0.087 0.143
C -5.261 -2.529 1.426 0.151 -0.209 0.100
C -5.717 -2.381 -0.016 -0.223 0.066 0.095
B -5.970 -0.901 -0.514 -0.029 -0.191 -0.128
C -5.604 0.412 0.269 -0.140 0.051 0.133
O -6.567 -0.770 -1.779 0.257 0.470 -0.028
O -4.657 -2.886 -0.827 0.093 0.088 -0.231
H -0.449 -1.383 0.060 -0.004 0.005 0.072
H -1.574 -0.290 0.895 0.071 -0.135 0.074
H -0.982 0.112 -0.711 0.001 -0.013 -0.005
H -2.252 -1.723 -1.723 -0.009 0.017 0.008
H -3.320 -0.733 -0.757 -0.078 -0.062 -0.042
H -2.536 -3.827 -0.961 -0.104 0.007 -0.165
H -3.696 -4.253 0.662 0.026 0.004 0.063
H -1.856 -2.792 1.857 -0.015 -0.066 0.019
H -5.854 -1.937 2.134 0.084 0.158 -0.087
H -5.349 -3.582 1.745 -0.071 0.055 -0.009
H -6.639 -2.963 -0.200 0.098 -0.124 0.017
H -4.545 0.604 0.070 -0.005 0.044 -0.009
H -5.676 0.316 1.354 -0.026 -0.008 -0.006
H -6.173 1.278 -0.078 -0.004 0.003 0.017
H -5.934 -0.874 -2.494 -0.095 -0.345 -0.021
C -0.097 -8.976 -0.992 0.006 0.020 0.019
C -0.043 -8.051 0.235 -0.012 0.011 -0.032
C -0.303 -6.624 -0.252 -0.003 0.030 0.032
S -1.343 -6.779 -1.716 0.320 0.120 0.321
O -0.600 -6.320 -2.865 -0.063 -0.044 -0.108
O -2.647 -6.278 -1.414 -0.345 -0.241 -0.325
C -1.352 -8.580 -1.760 -0.008 -0.032 0.075
H -0.119 -10.028 -0.708 0.015 -0.001 0.005
H 0.784 -8.815 -1.618 -0.006 0.003 -0.009
H -0.816 -8.347 0.947 -0.014 0.000 -0.012
H 0.917 -8.118 0.746 -0.009 -0.012 0.016
H -0.845 -5.992 0.451 0.027 0.064 -0.012
H 0.607 -6.118 -0.567 -0.010 -0.001 -0.033
H -1.375 -8.894 -2.800 0.008 0.029 -0.010
H -2.257 -8.904 -1.247 -0.002 0.002 -0.005
C 2.393 4.213 0.920 -0.041 -0.122 0.000
C 1.432 3.861 2.064 0.001 -0.006 -0.020
C 0.614 2.644 1.625 -0.055 -0.040 0.019
S 1.652 1.727 0.467 0.001 0.264 0.130
O 1.057 1.790 -0.842 0.059 -0.042 -0.073
O 2.060 0.479 1.050 0.072 -0.086 -0.076
C 3.022 2.893 0.492 0.061 0.020 0.018
H 3.144 4.936 1.225 -0.028 0.039 0.014
H 1.837 4.647 0.087 0.009 0.000 -0.008
H 2.009 3.615 2.959 0.007 -0.010 -0.006
H 0.781 4.698 2.313 0.011 0.005 0.012
H 0.356 1.968 2.436 -0.032 -0.019 -0.027
H -0.285 2.918 1.076 0.009 -0.014 -0.024
H 3.466 2.899 -0.501 -0.016 -0.031 -0.006
H 3.743 2.530 1.225 -0.011 -0.010 0.003
C 6.576 6.565 -0.280 -0.024 -0.004 -0.004
C 6.292 7.434 -1.513 -0.018 -0.004 0.010
C 4.887 8.019 -1.344 0.040 0.025 -0.039
S 4.608 8.141 0.434 0.025 -0.059 -0.062
O 3.544 7.237 0.791 -0.014 0.070 0.037
O 4.552 9.520 0.843 0.007 0.036 0.022
C 6.166 7.401 0.926 0.046 -0.007 -0.011
H 7.624 6.274 -0.221 0.000 -0.007 -0.012
H 5.977 5.653 -0.318 -0.001 -0.001 0.008
H 7.025 8.241 -1.569 -0.002 0.005 0.018
H 6.363 6.860 -2.435 0.014 0.006 -0.004
H 4.769 9.014 -1.765 -0.015 -0.003 -0.001
H 4.113 7.359 -1.731 -0.012 -0.012 0.039
H 5.994 6.834 1.838 -0.030 0.018 0.007
H 6.863 8.217 1.117 0.000 0.000 -0.007
```
Positions in Å, forces in eV/Å.

Results of the Mulliken charge analysis, in e, for atoms 1 through 8: -1.201, -0.627, 1.411, -0.701, -0.654, -0.883, 0.173, 0.576

Below is 2 unconnected molecules or ions with the total composition C2NO4, with properties calculated with ωB97M-V/def2-TZVPD.

Kohn-Sham gap (eV): 8.1
LUMO energy (Eh): 0.14854
Net charge: -1
HOMO level (eV): -4.0
Relative energy (zero: lowest compared OMol25 entry of this formula, charge and spin) (kcal/mol): 26.23

XYZ file:
```
7
Properties=species:S:1:pos:R:3:forces:R:3
C 1.380 0.709 -0.430 0.185 1.369 0.625
C -0.955 -0.595 0.209 2.068 0.110 -1.759
N -1.610 0.006 1.089 0.005 2.623 1.687
O -1.941 -1.404 0.515 -1.416 -2.794 -0.584
O 0.866 1.565 -1.035 -0.656 0.829 -1.204
O -0.007 -0.656 -0.615 -0.430 -0.603 0.916
O 2.266 0.375 0.266 0.244 -1.533 0.319
```
Positions in Å, forces in eV/Å.

The molecule's natural (NBO) atomic charges, reported in e, are given here: 1.039, 0.759, -0.377, -0.498, -0.607, -0.703, -0.613